Computed, not measured: C15H23BN5O6Yb as an isolated structure in a non-equilibrium geometry, with ωB97M-V/def2-TZVPD.

The calculation puts the total energy at -2494.3768 hartree. The value obtained for the HOMO-LUMO gap (alpha / beta) is 0.356 / 0.356 Ha. As for the expectation value of S²: 0.751. Its HOMO energy (alpha / beta) is -9.3835 / -9.3818 eV.

The geometry in ORCA input format:
```
! RIJCOSX wB97M-V def2-TZVPD def2/J DEFGRID3
* xyz 0 2
Yb 0.2956 -0.0242 0.1232
O 2.3173 0.0697 -1.1137
C 2.6827 1.4104 -1.4261
C 2.8442 2.2562 -0.1866
N 1.6436 2.2520 0.6525
C 2.0224 2.0043 2.0741
C 2.5334 0.5309 2.3204
O 3.3123 0.2941 3.2363
O 2.0267 -0.3663 1.4944
C 0.6978 3.3085 0.3424
C -0.1363 2.9019 -0.9646
O -0.4171 3.7537 -1.8014
O -0.3495 1.5969 -1.0853
H 2.8566 -0.2772 -0.3833
H 1.8652 1.8309 -2.0040
H 3.5635 1.4605 -2.0030
H 3.1306 3.2487 -0.5350
H 3.6452 1.8781 0.4139
H 1.1291 2.1721 2.6782
H 2.8006 2.6843 2.3648
H 1.0753 4.3034 0.1942
H 0.0078 3.3813 1.1816
B -2.5392 -1.1944 0.3158
N -2.5024 -0.1763 1.4820
C -3.4529 0.1207 2.3756
C -2.9048 1.0838 3.2057
C -1.5830 1.3005 2.7600
N -1.3756 0.5418 1.6954
N -1.7119 -2.4266 0.6691
C -1.9786 -3.7260 0.8974
C -0.8279 -4.3620 1.2495
C 0.1370 -3.3612 1.2670
N -0.4239 -2.1859 0.9018
H -3.6880 -1.6074 0.0563
H -2.0172 -0.6963 -0.6193
H -4.4422 -0.2960 2.3601
H -3.3827 1.4854 4.0870
H -0.8609 2.0158 3.1554
H -2.9994 -4.0887 0.7013
H -0.7433 -5.4073 1.5372
H 1.1844 -3.4204 1.4529
C 0.3971 -2.4791 -3.7898
C -0.2059 -1.4035 -2.9052
C -1.1352 -0.4245 -3.5371
O 0.0621 -1.3763 -1.7268
H 0.9550 -1.9613 -4.5724
H -0.4433 -3.1070 -4.2559
H 1.1318 -3.0338 -3.1331
H -0.8790 -0.1998 -4.5592
H -1.1931 0.5301 -3.0081
H -2.1244 -0.8149 -3.6357
*
```

=====

Computed, not measured: C5H6O2 as an isolated structure in a non-equilibrium geometry, with ωB97M-V/def2-TZVPD.

The calculation puts the total energy at -344.4206 hartree. The value obtained for the HOMO-LUMO gap is 0.382 Ha. Its HOMO energy is -9.4930 eV.

The geometry in ORCA input format:
```
! RIJCOSX wB97M-V def2-TZVPD def2/J DEFGRID3
* xyz 0 1
C -0.7423 0.1588 1.0790
C -0.4489 -1.0013 0.1487
O -1.2142 0.0338 -1.0512
C -0.5004 0.9237 -0.2335
C 0.9553 0.5280 -0.5968
O 1.7517 0.1041 0.4888
C 1.0025 -0.8940 -0.2179
H -1.7772 0.1505 1.4094
H -0.0406 0.3694 1.8879
H -1.2164 -1.5442 -0.3484
H -0.7880 1.9664 -0.3494
H 1.4218 0.8679 -1.5134
H 1.5967 -1.6632 -0.7032
*
```

=====

Computed, not measured: one molecule with the formula C6H6F3N3OS in a non-equilibrium geometry, with ωB97M-V/def2-TZVPD.

Its SMILES is CCc1nnc(NC(=O)C(F)(F)F)s1. The calculation puts the total energy at -1169.5369 hartree. The value obtained for the HOMO-LUMO gap is 0.356 Ha. Its HOMO energy is -9.5689 eV.

The geometry in ORCA input format:
```
! RIJCOSX wB97M-V def2-TZVPD def2/J DEFGRID3
* xyz 0 1
C 1.1950 2.8994 -1.2992
C 1.4055 1.5547 -1.9966
C 1.1659 0.4256 -1.0701
N 2.0457 -0.4343 -0.7083
N 1.6130 -1.3459 0.1404
C 0.3658 -1.2069 0.4607
N -0.1879 -2.1075 1.3457
C -1.4040 -2.2968 1.9109
O -1.6252 -3.1954 2.6798
C -2.5390 -1.3044 1.5376
F -3.6578 -1.6279 2.1734
F -2.2420 -0.0405 1.8769
F -2.8125 -1.3152 0.2240
S -0.4061 0.1524 -0.3218
H 1.8748 2.9992 -0.4566
H 0.1734 2.9856 -0.9349
H 1.3844 3.7112 -1.9959
H 2.4295 1.4716 -2.3628
H 0.7213 1.4740 -2.8449
H 0.5005 -2.7989 1.6415
*
```

=====

Computed, not measured: C46H44Br2N7O4S2Ti as an isolated structure in a non-equilibrium geometry, with ωB97M-V/def2-TZVPD.

The calculation puts the total energy at -9257.4486 hartree. The value obtained for the HOMO-LUMO gap (alpha / beta) is 0.237 / 0.213 Ha. As for the expectation value of S²: 1.197. Its HOMO energy (alpha / beta) is -6.9648 / -6.5692 eV.

The geometry in ORCA input format:
```
! RIJCOSX wB97M-V def2-TZVPD def2/J DEFGRID3
* xyz 0 2
Ti 0.2938 1.0178 0.6357
O 3.5658 3.6618 1.4322
C 2.7592 4.7295 1.8013
C 3.4150 5.8533 2.2751
C 2.7333 7.0626 2.4525
C 1.3698 7.1508 2.4207
C 0.6587 5.9955 2.1195
C 1.3274 4.8315 1.7179
C 0.5641 3.7260 1.2135
O 1.2197 2.7159 0.6638
N -0.7516 3.6079 1.4605
N -1.2037 2.4036 1.1010
C -2.4892 2.1956 1.0999
S -3.5059 3.5068 0.4430
C -4.7451 2.3442 -0.2536
C -4.8924 1.1943 0.7200
S -3.2637 0.6803 1.2964
H 3.0197 3.0010 0.9441
H 4.4612 5.8608 2.5140
H 3.2614 7.9997 2.5892
H 0.8060 8.0385 2.7103
H -0.4437 6.0053 2.1530
H -4.4497 1.9625 -1.2165
H -5.6686 2.9366 -0.3271
H -5.3670 0.2738 0.3023
H -5.5744 1.4773 1.5778
Br 1.8414 -7.5883 1.8102
C 2.0190 -6.5524 3.3952
C 0.8186 -6.2204 4.0343
C 0.8060 -5.3116 5.0943
C 2.0342 -4.6066 5.4150
C 3.2389 -5.1121 4.8200
C 3.2314 -6.0443 3.8235
N 2.0546 -3.3082 5.9664
N 0.8768 -2.8103 6.1304
C 0.5513 -1.6972 5.4594
C -0.8548 -1.5528 5.2473
C -1.3115 -0.7494 4.2154
C -0.3337 -0.3549 3.2870
O -0.4943 -0.2390 1.9702
C 1.0330 -0.1593 3.6719
N 1.8204 0.6588 2.8981
C 3.1153 0.7224 3.2534
C 3.6769 0.0558 4.3488
C 2.8838 -0.7807 5.0948
C 1.5305 -0.9217 4.7401
H -0.1145 -6.5789 3.6095
H -0.1435 -4.9598 5.5335
H 4.1432 -4.6158 5.1019
H 4.0795 -6.3644 3.2953
H -1.4270 -2.1229 5.9640
H -2.3620 -0.5635 4.0148
H 3.7614 1.3421 2.6346
H 4.7508 0.0453 4.5188
H 3.2794 -1.4396 5.8914
C -4.6994 -1.9697 -4.9329
C -3.1940 -1.8327 -5.2288
C -2.9927 -1.1790 -6.6140
C -2.5904 -3.2736 -5.2645
C -2.4740 -1.0370 -4.1544
C -2.1672 -1.6513 -2.9278
C -1.3722 -0.9939 -2.0229
Br -0.9559 -1.8804 -0.3990
C -1.0631 0.3734 -2.1095
O -0.4069 0.9619 -1.0946
C -1.4479 1.0612 -3.2781
C -2.0688 0.2931 -4.3048
C -1.1674 2.5669 -3.6094
C 0.1797 2.5556 -4.4309
C -1.0238 3.4175 -2.3456
C -2.3219 3.0923 -4.4804
H -5.1393 -2.7159 -5.6121
H -5.2871 -1.0195 -5.0147
H -4.8707 -2.3384 -3.9287
H -3.3179 -1.8601 -7.4346
H -1.9234 -1.0073 -6.7895
H -3.4992 -0.2382 -6.7576
H -3.0032 -3.8650 -6.0569
H -2.8755 -3.8645 -4.3746
H -1.4775 -3.2541 -5.3254
H -2.5202 -2.6326 -2.6837
H -2.2334 0.7870 -5.2554
H 1.0107 2.2974 -3.7668
H 0.3524 3.6041 -4.7717
H 0.2191 1.8778 -5.2834
H -0.1484 3.0567 -1.7530
H -1.8986 3.3770 -1.6655
H -0.8172 4.4618 -2.5968
H -2.3025 2.7166 -5.5063
H -2.2174 4.1750 -4.4979
H -3.3150 2.9566 -4.0492
N 3.0396 -0.4502 -1.8564
C 2.5376 0.4802 -1.0322
N 1.9859 -0.1097 0.0511
C 2.2032 -1.4856 -0.0855
C 2.0359 -2.5498 0.8230
C 2.7441 -3.6976 0.5795
C 3.5802 -3.8406 -0.5284
C 3.7706 -2.7830 -1.4643
C 2.9896 -1.6738 -1.2566
H 3.4395 -0.2528 -2.7635
H 2.6501 1.5477 -1.2240
H 1.3592 -2.3903 1.6664
H 2.6020 -4.4995 1.3053
H 4.0643 -4.8097 -0.6185
H 4.4228 -2.9071 -2.3602
*
```

=====

Computed, not measured: C16H23BrO6 as an isolated structure in a non-equilibrium geometry, with ωB97M-V/def2-TZVPD.

The calculation puts the total energy at -3648.2333 hartree. The value obtained for the HOMO-LUMO gap is 0.305 Ha. Its HOMO energy is -7.6978 eV.

The geometry in ORCA input format:
```
! RIJCOSX wB97M-V def2-TZVPD def2/J DEFGRID3
* xyz 0 1
Br -4.7276 -0.7046 -0.3911
C -3.0323 0.2579 -0.1031
C -2.9983 1.7200 -0.3218
C -1.9312 2.2920 -0.0463
C -0.8395 1.4827 0.2903
C -0.9682 0.1727 0.7017
C -2.1686 -0.5555 0.5366
H -2.1699 -1.4737 0.3880
O 0.1772 -0.2514 1.0534
C 0.3518 -1.7086 1.3823
C 0.5382 -2.2681 0.1271
O 0.9324 -3.6823 0.2961
C 2.4210 -4.0894 0.6263
C 3.3851 -3.5970 -0.4013
O 3.5332 -2.3636 -0.9650
C 4.1870 -1.5569 0.1836
C 4.9051 -0.5206 -0.6789
O 3.9121 0.5334 -1.1233
C 3.5768 1.6182 -0.3124
C 2.7911 2.7052 -0.9159
O 2.7288 3.8843 -0.4355
C 1.8600 4.0331 0.9691
H 2.3415 3.3621 1.6392
C 0.4338 3.6750 0.7419
H 0.2187 4.1151 -0.6866
H -0.0406 4.1870 1.2856
O 0.3425 2.0477 0.7288
H 2.1201 5.1262 1.1395
H 3.3562 2.8194 -1.8030
H 1.8596 2.3066 -1.2964
H 2.7535 1.1576 0.3779
H 4.2803 1.8841 0.2174
H 5.6617 0.1683 -0.0812
H 5.3222 -0.8933 -1.6494
H 5.0399 -2.1609 0.5320
H 3.6422 -0.9334 0.8860
H 4.3625 -4.1239 -0.3441
H 2.9649 -4.1715 -1.0545
H 2.4829 -4.8977 1.0922
H 2.5529 -3.1160 1.6666
H -0.2363 -2.6698 -0.3170
H 1.1890 -1.8519 -0.2611
H 1.0598 -1.8093 2.1090
H -0.6309 -2.1804 1.9264
H -2.0741 3.4527 -0.2426
H -3.8714 2.0885 -0.6690
*
```

=====

Computed, not measured: an isolated ion of composition C3H5N2S and charge +1 in a non-equilibrium geometry, with ωB97M-V/def2-TZVPD.

The calculation puts the total energy at -624.6995 hartree. The value obtained for the HOMO-LUMO gap is 0.322 Ha. Its HOMO energy is -14.6699 eV.

The geometry in ORCA input format:
```
! RIJCOSX wB97M-V def2-TZVPD def2/J DEFGRID3
* xyz 1 1
C 0.4037 -1.1385 1.6633
C 1.0477 -0.6518 -0.4535
C -1.1515 0.3987 0.0168
N 1.2990 -1.1993 0.7157
N 0.0853 0.1329 -0.8128
S -1.0819 -0.2734 1.6780
H 0.6986 -1.6061 2.5761
H 1.9434 -0.8080 -1.2042
H -1.1875 1.5728 -0.0199
H -2.0554 0.0662 -0.4799
H -0.0314 0.8387 -1.5752
*
```

=====

Computed, not measured: an isolated ion of composition C9H14Br2NO and charge +1 in a non-equilibrium geometry, with ωB97M-V/def2-TZVPD.

Its SMILES is CC\C(O)=[NH+]/C(CC)=C(Br)\C=C\Br. The calculation puts the total energy at -5629.0056 hartree. The value obtained for the HOMO-LUMO gap is 0.289 Ha. Its HOMO energy is -12.3647 eV.

The geometry in ORCA input format:
```
! RIJCOSX wB97M-V def2-TZVPD def2/J DEFGRID3
* xyz 1 1
C -0.9314 -0.7254 -1.9170
C 0.2808 -1.4644 -1.3169
C -0.0790 -1.6588 0.1579
O -0.4147 -2.8307 0.6879
N -0.1203 -0.6492 1.0031
C 0.0371 0.7591 0.8694
C -1.0738 1.5456 1.6110
C -2.2230 1.4817 0.5976
C 1.0165 1.3564 0.1250
Br 0.9586 3.2400 -0.4198
C 2.2420 0.6454 -0.2393
C 2.9160 -0.2561 0.4869
Br 4.5860 -0.9322 -0.1178
H -1.9219 -0.9102 -1.4984
H -0.9322 -1.0788 -2.8836
H -0.9267 0.3109 -1.7691
H 1.1436 -0.9361 -1.5209
H 0.5419 -2.3566 -1.7107
H 0.1768 -3.4914 0.3149
H -0.5028 -0.7678 1.9406
H -1.4268 1.2112 2.5214
H -0.6294 2.4924 1.6812
H -3.1690 1.8767 0.8290
H -2.5520 0.4941 0.5333
H -2.0086 1.9851 -0.3997
H 2.5648 1.1235 -1.0733
H 2.4477 -0.4645 1.5075
*
```

=====

Computed, not measured: C39H20IrN9O4 as an isolated structure, with ωB97M-V/def2-TZVPD.

The calculation puts the total energy at -2396.0706 hartree. The value obtained for the HOMO-LUMO gap (alpha / beta) is 0.200 / 0.217 Ha. As for the expectation value of S²: 0.759. Its HOMO energy (alpha / beta) is -10.4736 / -10.9045 eV.

The geometry in ORCA input format:
```
! RIJCOSX wB97M-V def2-TZVPD def2/J DEFGRID3
* xyz 1 2
Ir 0.1157 0.0959 0.3240
C -5.3126 -3.6085 0.4091
C -5.8006 -2.6585 -0.4794
C -5.0521 -1.5307 -0.8165
C -3.8021 -1.4199 -0.2513
C -2.7816 -0.3638 -0.3043
N -2.8615 0.8423 -0.6883
C -1.9707 1.7905 -0.3952
C -2.1210 2.6912 0.7738
C -3.0963 2.8367 1.7295
C -2.8314 3.7415 2.7652
C -1.6293 4.4294 2.8345
C -0.6296 4.2494 1.8710
C -0.9134 3.3846 0.8423
C -0.1164 2.8524 -0.2853
N 1.1739 3.1013 -0.4577
C 2.1164 2.3100 -0.1565
N 1.8562 1.0580 0.4631
C 2.9311 0.6751 1.1189
N 3.0121 -0.3381 1.9984
C 1.9875 -1.0682 2.3279
N 0.7041 -1.0470 1.8123
C -0.0063 -2.1210 2.2966
N -1.1859 -2.5637 1.9408
C -1.9493 -1.9420 1.0380
N -1.6406 -0.8383 0.3799
C -3.3065 -2.3780 0.6400
C -4.0524 -3.4784 0.9949
C 0.8251 -2.7995 3.3008
C 0.5676 -3.8891 4.1063
C 1.5910 -4.3037 4.9557
C 2.8206 -3.6517 4.9781
C 3.0762 -2.5595 4.1517
C 2.0537 -2.1486 3.3229
C 4.0603 1.5668 0.7805
C 5.3833 1.5472 1.1588
C 6.2068 2.5475 0.6418
C 5.7068 3.5341 -0.1994
C 4.3593 3.5644 -0.5577
C 3.5596 2.5579 -0.0669
N -0.8437 2.0438 -1.0856
H -5.9225 -4.4689 0.6480
H -6.7779 -2.7985 -0.9200
H -5.4276 -0.7884 -1.5074
H -4.0301 2.2930 1.6810
H -3.5794 3.9066 3.5284
H -1.4609 5.1185 3.6507
H 0.3120 4.7785 1.9287
H -3.6710 -4.2122 1.6910
H -0.3860 -4.3971 4.0724
H 1.4317 -5.1524 5.6068
H 3.5936 -4.0058 5.6464
H 4.0325 -2.0555 4.1528
H 5.7647 0.7835 1.8220
H 7.2568 2.5575 0.9004
H 6.3763 4.2913 -0.5832
H 3.9643 4.3328 -1.2076
O 1.9238 0.7619 -2.3528
C 0.8815 0.1663 -2.5878
O 0.0588 -0.3139 -1.7086
C 0.4645 -0.1414 -3.9993
C 1.3710 0.0007 -5.0433
C 0.9819 -0.2564 -6.3501
C -0.3209 -0.6419 -6.6287
C -1.2065 -0.7673 -5.5727
C -0.8398 -0.5333 -4.2635
N -2.6007 -1.1671 -5.8471
O -3.3539 -1.2709 -4.8967
O -2.9013 -1.4070 -6.9962
H 2.3796 0.3179 -4.8149
H 1.6926 -0.1531 -7.1583
H -0.6548 -0.8412 -7.6360
H -1.5562 -0.6481 -3.4669
*
```

=====

Computed, not measured: C19H36AsMnNO6P2 as an isolated structure, with ωB97M-V/def2-TZVPD.

The calculation puts the total energy at -5321.3103 hartree. The value obtained for the HOMO-LUMO gap (alpha / beta) is 0.255 / 0.243 Ha. As for the expectation value of S²: 1.117. Its HOMO energy (alpha / beta) is -6.9809 / -6.6369 eV.

The geometry in ORCA input format:
```
! RIJCOSX wB97M-V def2-TZVPD def2/J DEFGRID3
* xyz 0 2
Mn 0.1594 0.3093 -0.0679
O 0.9309 -3.0920 3.2242
C 0.8394 -2.0887 2.3347
O 0.6350 -2.2737 1.1622
C 1.0429 -0.7349 2.9447
C 1.3529 -0.5956 4.2906
C 1.5867 0.6898 4.7713
C 1.5122 1.7474 3.8858
C 1.1907 1.5089 2.5496
N 0.9465 0.2908 2.0764
C 1.1357 2.6671 1.5483
O 1.3878 3.7900 1.9633
O 0.8552 2.2989 0.3670
H 0.8139 -3.9245 2.7458
H 1.4124 -1.4558 4.9361
H 1.8266 0.8462 5.8140
H 1.6890 2.7744 4.1687
C 3.7625 0.2654 0.1651
P 2.3125 -0.0395 -0.8996
C 2.6979 -1.6733 -1.6160
C 2.6091 1.0985 -2.3132
C 1.3651 1.0679 -3.2051
P -0.1349 1.4610 -2.1988
C -0.1680 3.2832 -2.3032
C -1.4438 0.9879 -3.3818
H 4.6980 0.1758 -0.3915
H 3.7789 -0.4464 0.9904
H 3.6927 1.2709 0.5812
H 3.6226 -1.6633 -2.1943
H 1.8660 -1.9845 -2.2464
H 2.7901 -2.4011 -0.8095
H 3.5194 0.8336 -2.8583
H 2.7493 2.0969 -1.8879
H 1.2138 0.0594 -3.6043
H 1.4514 1.7487 -4.0575
H -0.0209 3.6233 -3.3303
H 0.6023 3.6886 -1.6513
H -1.1265 3.6521 -1.9418
H -1.2415 1.3805 -4.3799
H -2.4076 1.3709 -3.0452
H -1.4949 -0.0974 -3.4089
C -2.5866 -2.4604 0.6248
As -1.5654 -2.5069 -0.9968
C -2.8874 -2.6582 -2.3865
C -0.6161 -4.1844 -1.0120
O -0.5397 -1.2617 -1.3900
H -3.3187 -3.2670 0.5484
H -3.0502 -1.4801 0.6925
H -1.9484 -2.6032 1.4901
H -3.4287 -3.5996 -2.3011
H -2.3833 -2.6049 -3.3504
H -3.5846 -1.8256 -2.3005
H -1.1722 -4.9393 -0.4578
H 0.3584 -4.0267 -0.5582
H -0.4901 -4.5107 -2.0448
C -2.2282 1.6095 2.5921
C -2.5300 1.1775 1.1512
C -2.5906 2.4016 0.2396
O -1.6457 0.2182 0.6932
H -3.0408 2.2001 3.0215
H -1.3259 2.2218 2.6262
H -2.0725 0.7286 3.2190
H -3.5537 0.7409 1.1603
H -1.6288 2.9187 0.2397
H -3.3661 3.1029 0.5575
H -2.8156 2.0925 -0.7847
*
```